1.
{"formula": "CF4O", "method": "ωB97M-V/def2-TZVPD", "symbols": ["C", "O", "F", "F", "F", "F"], "coordinates": [[-0.914, 0.282, 0.635], [1.699, -1.515, -0.894], [0.134, 1.083, 0.402], [-1.618, 0.048, -0.428], [-1.515, 0.509, 1.709], [2.214, -0.406, -1.424]], "forces_ev_per_angstrom": [[3.92, -2.34, -1.54], [-0.07, -0.13, 0.07], [-0.90, 0.33, 0.02], [-1.03, 0.68, -0.59], [-1.99, 1.33, 2.10], [0.06, 0.14, -0.07]], "mulliken_charge": [0.48, -0.01, -0.17, -0.16, -0.14, 0.01], "spin_multiplicity": 1, "de_lowest_kj_mol": 357.69, "mol_weight_g_mol": 104.00}



2.
{"formula": "CFN4", "method": "ωB97M-V/def2-TZVPD", "symbols": ["C", "N", "N", "N", "N", "F"], "coordinates": [[0.165, -0.855, 0.584], [1.206, 1.404, 0.047], [-0.781, -0.498, -0.187], [0.178, 1.454, -0.593], [-0.876, 0.699, -0.787], [0.108, -2.203, 0.936]], "forces_ev_per_angstrom": [[0.06, 1.25, -0.99], [-3.41, -0.77, -2.06], [0.45, -2.17, 1.30], [3.52, -0.15, 3.02], [-0.55, 1.34, -1.35], [-0.07, 0.50, 0.07]], "mulliken_charge": [-0.19, -0.34, -0.07, 0.28, -0.53, -0.15], "spin_multiplicity": 1, "total_charge": -1, "de_lowest_kj_mol": 395.40, "mol_weight_g_mol": 87.04}



3.
{"formula": "CFNO2", "method": "ωB97M-V/def2-TZVPD", "symbols": ["C", "N", "O", "O", "F"], "coordinates": [[-1.131, -0.053, -0.175], [2.358, -0.263, 0.195], [-1.618, -1.109, -0.010], [1.424, 0.276, -0.239], [-1.673, 1.125, 0.114]], "forces_ev_per_angstrom": [[-0.63, -0.98, 0.03], [-1.92, 0.99, -0.82], [0.35, 0.77, -0.07], [2.23, -0.89, 0.80], [-0.02, 0.11, 0.06]], "mulliken_charge": [0.44, 0.16, -0.30, -0.15, -0.15], "spin_multiplicity": 1, "de_lowest_kj_mol": 134.12, "mol_weight_g_mol": 77.01}



4.
{"formula": "CFNO3S", "method": "ωB97M-V/def2-TZVPD", "symbols": ["N", "C", "O", "S", "O", "O", "F"], "coordinates": [[-2.011, 1.635, -0.632], [-1.402, 0.764, -0.205], [-1.010, -0.382, 0.133], [0.842, -0.628, 0.152], [1.175, -1.388, -0.954], [1.218, -0.876, 1.498], [1.188, 0.875, 0.009]], "forces_ev_per_angstrom": [[-0.12, 1.25, -0.08], [-1.13, 0.56, -0.89], [3.82, -2.30, 0.88], [-1.92, 2.06, 3.52], [0.17, -0.58, -1.45], [-0.66, -0.70, -0.96], [-0.16, -0.28, -1.03]], "mulliken_charge": [-0.36, 0.52, -0.37, 1.20, -0.39, -0.43, -0.16], "spin_multiplicity": 1, "de_lowest_kj_mol": 130.98, "mol_weight_g_mol": 125.08, "smiles": "N#COS(=O)(=O)F"}



5.
{"formula": "CFeNO5S2", "method": "ωB97M-V/def2-TZVPD", "symbols": ["Fe", "N", "S", "O", "S", "O", "O", "C", "O", "O"], "coordinates": [[0.426, 1.265, -0.024], [-1.534, 0.264, -0.288], [-1.140, -0.609, 1.177], [0.099, 0.265, 1.606], [-2.207, 1.726, -0.163], [-0.976, 2.704, -0.176], [-0.605, -1.895, 0.606], [1.978, -1.243, -0.837], [1.492, -0.194, -1.025], [2.467, -2.282, -0.877]], "forces_ev_per_angstrom": [[-0.18, 0.63, -0.32], [0.24, -1.08, 0.97], [3.34, -0.14, -2.74], [-1.59, -1.13, 0.73], [-0.08, 1.45, 0.20], [-0.52, -1.09, -0.09], [-1.53, 1.51, 1.37], [0.96, -2.07, -1.36], [-0.17, 0.91, 0.50], [-0.48, 1.00, 0.75]], "mulliken_spin": [3.80, 0.30, 0.26, 0.17, 0.66, 0.33, 0.45, 0.00, 0.02, 0.01], "spin_multiplicity": 7, "total_charge": 1, "de_lowest_kj_mol": 0.00, "mol_weight_g_mol": 225.99, "s2": 12.0235}



6.
{"formula": "CH10ClN2O4Pd", "method": "ωB97M-V/def2-TZVPD", "symbols": ["C", "Pd", "N", "N", "H", "H", "H", "H", "H", "H", "H", "H", "H", "H", "O", "Cl", "O", "O", "O"], "coordinates": [[-1.635, 0.823, -1.478], [0.275, 0.265, -0.136], [1.938, 0.165, 1.219], [1.117, -0.567, -1.844], [1.805, -0.711, 1.729], [-0.634, 1.313, -1.184], [-2.430, 1.396, -0.994], [-1.785, -0.239, -1.232], [-1.688, 0.919, -2.566], [1.410, -1.503, -1.562], [1.921, -0.012, -2.137], [0.462, -0.645, -2.625], [2.831, 0.194, 0.728], [1.876, 0.924, 1.907], [-0.025, -0.827, 2.975], [-1.109, -0.492, 2.072], [-1.054, -1.383, 0.877], [-2.393, -0.548, 2.697], [-0.882, 0.927, 1.553]], "forces_ev_per_angstrom": [[-1.67, 0.24, -0.65], [1.00, -0.30, 0.91], [0.40, -0.15, 0.98], [0.15, -1.19, -1.04], [0.25, -0.16, 0.20], [-0.87, 0.92, -0.75], [0.18, -0.04, -0.06], [0.27, 0.09, 0.13], [0.18, 0.16, 0.12], [0.28, -0.27, -0.44], [0.01, 0.09, 0.02], [0.16, -0.09, -0.12], [-0.07, 0.13, 0.00], [0.05, 0.01, -0.23], [-1.15, 0.22, -1.38], [-1.32, 1.14, 4.20], [0.96, 0.93, -1.03], [1.50, -0.31, -1.14], [-0.33, -1.42, 0.29]], "mulliken_spin": [0.20, 2.88, 0.29, 0.16, 0.00, 0.07, -0.02, 0.02, 0.02, 0.00, -0.02, -0.02, -0.01, -0.03, 0.00, 0.06, 0.23, 0.04, 0.15], "spin_multiplicity": 5, "total_charge": 1, "mol_weight_g_mol": 255.97, "s2": 6.0104}



7.
{"formula": "CH10N2O2", "method": "ωB97M-V/def2-TZVPD", "symbols": ["N", "C", "N", "H", "H", "H", "H", "H", "H", "O", "H", "H", "O", "H", "H"], "coordinates": [[0.022, -1.039, -0.632], [-0.751, -0.660, -1.863], [-0.997, 0.784, -1.908], [-0.156, -0.376, 0.122], [-0.208, -1.997, -0.404], [-0.199, -0.955, -2.752], [-1.657, -1.231, -1.674], [-0.109, 1.237, -2.132], [-1.614, 0.989, -2.677], [0.098, 1.622, 0.511], [-0.292, 2.159, 1.188], [-0.457, 1.581, -0.289], [1.524, -0.800, 3.453], [2.107, -0.866, 2.686], [0.848, -1.442, 3.235]], "forces_ev_per_angstrom": [[0.46, 0.65, -1.10], [0.45, -0.44, 1.83], [0.50, -0.20, 0.22], [-0.02, -0.44, -0.07], [0.01, 0.25, 0.31], [-0.10, -0.51, -0.04], [-0.67, 0.44, -1.22], [-0.17, -0.12, -0.13], [-0.26, 0.12, -0.11], [0.76, -0.46, -0.34], [-0.52, 0.42, 0.21], [-0.41, 0.27, 0.47], [0.25, -0.07, -0.26], [0.08, 0.25, 0.11], [-0.35, -0.15, 0.13]], "mulliken_charge": [-0.57, -0.27, -0.70, 0.21, 0.22, 0.24, 0.35, 0.27, 0.20, -0.71, 0.32, 0.44, -0.63, 0.32, 0.30], "spin_multiplicity": 1, "de_lowest_kj_mol": 56.05, "mol_weight_g_mol": 82.10, "smiles": "NCN.O.O"}



8.
{"formula": "CH10N2O4", "method": "ωB97M-V/def2-TZVPD", "symbols": ["N", "C", "N", "O", "H", "H", "H", "H", "O", "H", "H", "O", "H", "H", "O", "H", "H"], "coordinates": [[-1.834, 1.689, 1.347], [-1.310, 0.540, 0.592], [-1.649, -0.718, 1.015], [-0.697, 0.845, -0.402], [-1.719, 1.682, 2.383], [-1.403, 2.519, 1.092], [-1.470, -1.448, 0.392], [-1.834, -0.777, 1.987], [2.451, -1.274, 0.105], [2.934, -1.046, 0.684], [2.180, -0.509, -0.633], [-0.484, -1.971, -1.205], [0.435, -2.013, -0.941], [-0.553, -1.041, -1.404], [1.848, 0.978, -1.386], [1.218, 0.606, -2.018], [1.887, 1.940, -1.608]], "forces_ev_per_angstrom": [[-0.26, -3.14, 2.07], [-0.90, 1.99, 1.41], [-0.10, 3.40, 0.55], [0.12, -0.83, -1.32], [-0.46, -0.65, -1.03], [1.08, 1.52, -1.28], [0.64, -1.63, -0.70], [-0.41, -0.69, 0.42], [-12.04, -3.40, -15.54], [10.37, 5.65, 12.12], [1.81, -2.26, 3.68], [-0.02, -0.45, -0.27], [0.58, -0.50, 0.44], [-0.44, 0.87, -0.16], [0.17, 1.04, -0.94], [-0.11, 0.33, 0.13], [-0.02, -1.27, 0.41]], "mulliken_charge": [-0.62, 0.54, -0.29, -0.49, 0.24, 0.27, 0.28, 0.19, -0.59, 0.17, 0.44, -0.75, 0.37, 0.29, -0.69, 0.31, 0.31], "spin_multiplicity": 1, "de_lowest_kj_mol": 244.12, "mol_weight_g_mol": 114.10, "smiles": "NC(N)=O.O.O.O"}



9.
{"formula": "CH10N3", "method": "ωB97M-V/def2-TZVPD", "symbols": ["N", "H", "H", "H", "H", "N", "C", "N", "H", "H", "H", "H", "H", "H"], "coordinates": [[2.287, 0.788, -0.798], [0.583, 0.211, -0.457], [2.604, 0.963, -1.752], [2.621, 1.505, -0.138], [2.843, 0.016, -0.567], [-1.076, -0.659, 1.533], [-1.245, -0.704, 0.127], [-0.473, 0.388, -0.653], [-0.232, -0.256, 1.961], [-1.495, -1.419, 2.093], [-0.868, -1.654, -0.246], [-2.296, -0.543, -0.188], [-0.853, 1.306, -0.361], [-0.600, 0.477, -1.677]], "forces_ev_per_angstrom": [[-0.29, 0.78, 0.12], [-0.82, 1.56, -0.70], [-0.21, 0.67, 0.25], [-0.20, -0.02, -0.84], [0.95, -1.69, 0.65], [0.34, 1.15, 1.39], [-0.59, -0.41, -1.53], [-0.09, -0.30, 1.36], [-0.67, -0.60, -0.59], [0.44, 0.75, -0.85], [-0.12, -0.01, -0.70], [0.43, -0.40, 0.38], [0.89, -0.36, 0.53], [-0.06, -1.13, 0.52]], "mulliken_charge": [-0.92, 0.44, 0.27, 0.28, 0.26, -0.49, -0.27, -0.38, 0.20, 0.23, 0.34, 0.32, 0.37, 0.36], "spin_multiplicity": 1, "total_charge": 1, "de_lowest_kj_mol": 79.49, "mol_weight_g_mol": 64.11}



10.
{"formula": "CH10N3O2Zr", "method": "ωB97M-V/def2-TZVPD", "symbols": ["C", "Zr", "N", "N", "H", "H", "H", "H", "H", "H", "H", "H", "H", "H", "O", "N", "O"], "coordinates": [[-0.941, -2.271, -0.108], [1.133, 0.382, 0.155], [-0.129, 1.936, 1.344], [-0.376, 0.999, -1.877], [0.466, 2.552, 1.854], [-1.638, -2.007, 0.702], [-0.589, -3.298, 0.157], [-0.045, -1.569, -0.139], [-1.546, -2.209, -1.035], [0.105, 1.738, -2.417], [-1.282, 1.354, -1.555], [-0.554, 0.237, -2.540], [-0.764, 2.523, 0.812], [-0.732, 1.492, 2.049], [2.684, -1.460, 1.967], [1.629, -0.990, 1.513], [2.579, 0.590, -0.882]], "forces_ev_per_angstrom": [[-0.26, 0.05, 0.35], [1.27, -0.16, -4.27], [-1.00, -0.26, 0.18], [0.26, 0.09, 0.49], [0.52, 0.76, 0.58], [0.44, 0.28, -0.12], [-0.05, 0.91, -0.68], [-1.03, -1.10, -0.08], [0.73, -0.28, 0.35], [-0.34, -0.46, 0.42], [0.27, -0.09, -0.54], [0.05, 0.27, 0.32], [0.05, 0.22, -0.11], [0.34, 0.05, -0.16], [-4.23, 1.10, -1.50], [5.17, -1.56, 2.63], [-2.17, 0.18, 2.13]], "mulliken_charge": [-0.49, 1.46, -0.79, -0.76, 0.35, 0.31, 0.30, -0.19, 0.29, 0.31, 0.30, 0.30, 0.30, 0.32, -0.21, -0.12, -0.68], "spin_multiplicity": 1, "total_charge": 1, "de_lowest_kj_mol": 0.00, "mol_weight_g_mol": 187.33}



11.
{"formula": "CH10N6", "method": "ωB97M-V/def2-TZVPD", "symbols": ["C", "N", "N", "N", "N", "N", "N", "H", "H", "H", "H", "H", "H", "H", "H", "H", "H"], "coordinates": [[8.194, 0.507, -1.495], [7.275, 0.543, -0.605], [-11.325, -0.029, 0.103], [-10.871, 0.409, -0.971], [6.487, -0.244, 1.492], [-10.796, -0.890, 0.791], [7.558, 0.200, 0.722], [9.223, 0.195, -1.026], [8.056, 1.072, -2.454], [6.350, 0.974, -0.786], [-11.347, 1.047, -1.594], [-9.886, 0.280, -0.999], [6.673, -1.245, 1.791], [6.324, 0.256, 2.367], [-9.316, -1.192, 0.259], [-11.085, -1.417, 1.679], [8.484, -0.466, 0.727]], "forces_ev_per_angstrom": [[1.58, 1.00, 0.95], [0.00, -0.33, 0.06], [-4.06, -0.84, 1.68], [1.31, -0.13, 0.34], [0.03, -2.43, 0.23], [5.74, -1.19, -1.42], [2.73, -1.25, 0.53], [-1.87, 0.34, -1.73], [0.18, -1.06, 0.92], [0.46, -0.50, 0.37], [-0.43, 0.19, 0.48], [1.55, -0.13, -1.21], [-0.66, 1.47, -0.80], [0.62, 0.58, -0.56], [-4.07, 0.50, 1.74], [-0.10, 1.59, -1.60], [-3.03, 2.19, 0.02]], "mulliken_charge": [-0.17, 0.17, 0.35, -0.19, -0.54, -0.34, -0.22, 0.25, 0.30, 0.34, 0.30, 0.20, 0.28, 0.29, 0.35, 0.34, 0.31], "spin_multiplicity": 1, "total_charge": 2, "de_lowest_kj_mol": 449.75, "mol_weight_g_mol": 106.13}



12.
{"formula": "CH10O3S", "method": "ωB97M-V/def2-TZVPD", "symbols": ["C", "S", "H", "H", "H", "H", "H", "H", "O", "H", "H", "O", "H", "H", "O"], "coordinates": [[1.103, -0.032, -1.758], [2.240, -0.994, -0.766], [0.591, 0.747, -1.211], [1.481, 0.486, -2.639], [0.302, -0.728, -1.988], [2.730, -0.100, 0.099], [-2.354, -0.669, -0.035], [-2.049, -0.768, -1.583], [-2.625, -0.396, -0.915], [0.508, 0.952, 1.813], [-0.018, 2.221, 1.240], [0.633, 1.923, 1.874], [-0.511, -1.541, 1.698], [-1.437, -0.520, 2.320], [-0.595, -0.583, 1.850]], "forces_ev_per_angstrom": [[-0.69, 0.67, 0.16], [0.43, -0.44, -0.02], [0.03, 0.06, 0.64], [0.38, -0.54, -0.15], [0.05, -0.10, -0.46], [-0.19, 0.33, -0.12], [0.58, -0.34, 0.22], [0.37, -0.36, 0.31], [-0.96, 0.74, -0.52], [-0.08, 0.15, 0.35], [-0.27, 0.24, -0.16], [0.32, -0.35, -0.13], [0.15, -0.21, -0.07], [-0.44, 0.08, 0.34], [0.30, 0.06, -0.38]], "mulliken_spin": [0.34, 0.07, 0.04, -0.07, -0.05, -0.02, -0.05, -0.13, 0.47, 0.05, 0.00, 0.42, 0.09, 0.14, -0.29], "spin_multiplicity": 2, "total_charge": -1, "de_lowest_kj_mol": 0.00, "mol_weight_g_mol": 102.15, "s2": 0.7505}



no.,calculated total energy (eV)
1,-13946.921
2,-9711.113
3,-9335.068
4,-22219.460
5,-68811.738
6,-28348.616
7,-8273.934
8,-12368.556
9,-5662.804
10,-11036.922
11,-10117.296
12,-18176.158